1.
Density functional theory data (the ωB97M-V functional and the def2-TZVPD basis) for a structure of composition C2H4N2O2S in a non-equilibrium geometry.

Properties
HOMO-LUMO gap (eV): 9.29
M (g/mol): 120.13
Total charge: 0

Atoms and positions in Å:
C 0.7828 1.1403 0.3213
C -0.5439 -1.8077 -0.2259
H 0.2897 1.5543 2.4111
H -0.9538 0.2373 1.9249
H 0.7129 0.8895 -1.7965
H -1.4948 -2.4998 -0.4201
N 0.0226 0.9715 1.5456
N 0.1678 0.7292 -0.8486
O 1.8572 1.6521 0.2415
O 0.2770 -1.9521 0.8385
S -1.1496 -0.3551 -1.0131

Results of the Löwdin charge analysis, in e, for atoms 1 through 5: number 1, C, carries -0.70; number 2, C, carries -0.51; number 3, H, carries 0.11; number 4, H, carries 0.22; number 5, H, carries 0.16

=====

2.
Density functional theory data (the ωB97M-V functional and the def2-TZVPD basis) for a cluster of 2 separate species, C2H4N2O3 in total in a non-equilibrium geometry.

Properties
HOMO-LUMO gap (eV): 10.40
M (g/mol): 104.06
Total charge: 0

Atoms and positions in Å:
O -1.4317 0.1005 0.8008
C -0.6237 0.3258 -0.0654
O 0.2600 1.3977 -0.0351
N -0.5751 -0.3170 -1.2564
O 0.0131 0.2696 -2.3867
H 0.2261 1.8141 0.8348
H -1.1425 -1.1128 -1.4871
H 0.6854 0.8841 -2.0457
C 0.8219 -1.1388 1.8165
N 1.6845 -0.3942 1.6933
H 0.0821 -1.8290 2.1310

Results of the Löwdin charge analysis, in e, for atoms 1 through 5: number 1, O, carries 0.06; number 2, C, carries -0.63; number 3, O, carries 0.06; number 4, N, carries 0.04; number 5, O, carries 0.00

=====

3.
Density functional theory data (the ωB97M-V functional and the def2-TZVPD basis) for an isolated molecule of C2H4N2O3 in a non-equilibrium geometry.

Properties
HOMO-LUMO gap (eV): 8.20
M (g/mol): 104.06
Total charge: 0

Atoms and positions in Å:
O -2.1685 0.9699 -0.6577
C -1.3905 1.2137 0.3701
C -0.1595 0.4147 0.5675
N 0.9140 0.6912 1.4013
O 2.1231 -0.0820 0.6760
N -0.2622 -0.7716 -0.1558
O 0.7349 -1.0545 -1.1273
H -1.4816 1.9774 1.1128
H 1.6836 -0.6666 -0.0515
H -1.0431 -0.7567 -0.9488
H 1.0498 -1.9355 -1.1866

Results of the Löwdin charge analysis, in e, for atoms 1 through 5: number 1, O, carries -0.01; number 2, C, carries -0.09; number 3, C, carries -0.31; number 4, N, carries 0.17; number 5, O, carries -0.12

=====

HOMO energy values (in eV) by entry order: -9.86; -9.62; -9.69.
Energy relative to the best compared isomer or geometry (same formula, charge and spin) values (in kJ/mol) by entry order: 296.1; 304.6; 750.0.